1) {"formula": "C2H4FPS", "method": "ωB97M-V/def2-TZVPD", "elements": ["S", "P", "F", "C", "C", "H", "H", "H", "H"], "positions_angstrom": [[-0.460, -0.982, -0.201], [-1.295, 0.776, 2.606], [-0.010, 1.814, 0.416], [0.721, -0.569, -1.498], [-0.511, 0.874, 1.122], [0.302, -0.765, -2.428], [0.667, 0.403, -1.444], [-1.185, -0.659, 2.794], [1.772, -0.893, -1.368]], "homo_lumo_gap_ev": 8.58, "molar_mass_da": 110.09}

2) {"formula": "C2H4FPS", "method": "ωB97M-V/def2-TZVPD", "elements": ["S", "P", "F", "C", "C", "H", "H", "H", "H"], "positions_angstrom": [[-1.471, 0.236, 2.550], [-0.641, -1.158, 1.173], [-1.805, 1.606, 1.697], [0.181, -0.011, 0.069], [0.849, -0.396, -1.215], [1.008, -1.499, -1.285], [-0.032, 1.156, 0.152], [0.104, -0.044, -1.865], [1.807, 0.110, -1.276]], "homo_lumo_gap_ev": 8.00, "molar_mass_da": 110.09}

We find 2) to be the most stable, with the next structure 36.4 kcal/mol higher.

1) {"formula": "C31H62Cl8O9", "method": "ωB97M-V/def2-TZVPD", "elements": ["Cl", "Cl", "Cl", "Cl", "Cl", "Cl", "Cl", "Cl", "O", "O", "O", "O", "O", "O", "O", "O", "O", "C", "C", "C", "C", "C", "C", "C", "C", "C", "C", "C", "C", "C", "C", "C", "C", "C", "C", "C", "C", "C", "C", "C", "C", "C", "C", "C", "C", "C", "C", "C", "H", "H", "H", "H", "H", "H", "H", "H", "H", "H", "H", "H", "H", "H", "H", "H", "H", "H", "H", "H", "H", "H", "H", "H", "H", "H", "H", "H", "H", "H", "H", "H", "H", "H", "H", "H", "H", "H", "H", "H", "H", "H", "H", "H", "H", "H", "H", "H", "H", "H", "H", "H", "H", "H", "H", "H", "H", "H", "H", "H", "H", "H"], "positions_angstrom": [[-4.924, 1.222, 1.519], [-1.749, 3.944, 2.167], [4.026, -3.279, 0.146], [-2.580, 2.029, 0.075], [3.157, -0.705, 1.265], [-1.231, -3.801, -1.343], [1.385, -4.650, -2.367], [-0.971, 3.809, -0.596], [-1.681, 1.190, 4.334], [3.403, 1.350, -0.696], [1.126, 4.453, -1.730], [-3.015, -3.995, 2.178], [-2.991, -1.055, -4.440], [1.322, 2.371, 2.092], [-2.144, -1.156, 2.569], [-0.448, -1.267, -1.892], [0.377, -1.853, 0.532], [-3.807, 0.379, 3.383], [2.983, -0.398, -2.334], [-2.559, -2.268, 0.582], [1.742, 3.539, -2.289], [3.806, 0.372, -1.274], [5.176, -0.233, -0.939], [1.291, 0.116, -0.387], [-3.086, -0.925, 3.414], [2.667, 3.289, 0.308], [-3.662, 0.701, 0.360], [3.432, 1.343, 1.715], [-1.184, -0.041, 0.329], [0.467, -0.029, 4.379], [-0.335, 1.497, 2.436], [0.480, 0.068, -3.530], [-2.866, 1.081, -3.321], [2.790, -2.484, 1.131], [3.194, 3.740, -2.528], [0.213, -0.723, 0.126], [-0.577, 0.909, 3.818], [-2.970, -0.406, -3.365], [2.386, 2.388, 1.497], [1.024, 2.248, -2.624], [0.518, -3.637, -1.190], [-0.562, -2.340, -4.072], [-3.063, -1.092, -2.038], [-3.623, -1.983, 4.371], [-0.625, 3.195, 0.979], [-0.220, -1.213, -3.096], [-0.750, -3.303, 2.258], [-2.164, -3.240, 1.703], [-1.643, -0.588, 1.153], [3.236, 0.439, 1.138], [1.045, 0.349, -1.423], [-0.792, -3.242, -3.504], [4.401, 1.750, 1.424], [3.341, 4.099, 0.587], [6.108, 0.322, -1.040], [1.475, 0.364, 4.246], [-1.488, -2.069, -4.579], [2.865, -2.971, 2.103], [0.796, -2.589, -1.298], [1.562, -0.058, -3.514], [5.125, -0.574, 0.095], [-2.796, -1.291, 1.005], [1.250, 1.741, -3.563], [1.762, 3.785, -0.042], [0.128, 2.483, 2.487], [3.459, 4.353, -3.389], [-3.107, 1.092, 2.946], [1.216, 1.454, -1.903], [0.229, -2.551, -4.791], [3.617, 4.154, -1.613], [-0.408, -2.286, 2.448], [3.550, 2.720, -2.671], [1.290, 1.119, 0.038], [0.353, 3.631, 1.180], [2.122, 0.269, -2.316], [-1.185, 1.048, 0.357], [-1.722, -2.105, -0.096], [-1.322, 1.794, 2.084], [-0.042, 2.473, -2.579], [-3.129, 1.612, -4.235], [2.583, -1.323, -1.917], [-4.591, -1.714, 4.794], [0.047, 0.295, -4.504], [3.579, -0.433, -3.245], [2.272, -0.332, -0.228], [0.352, 0.927, -2.872], [3.071, 2.803, -0.580], [-3.137, -0.111, 0.863], [5.344, -1.164, -1.481], [-3.507, 1.511, -2.551], [-2.959, -2.040, 5.233], [0.273, -0.132, 5.446], [-1.891, 1.358, -2.921], [-4.057, 0.772, 4.368], [-1.872, -0.326, -0.467], [-2.030, -1.221, -1.714], [-4.125, 0.450, -0.595], [-0.040, 0.735, 1.715], [-3.486, -0.444, -1.270], [0.857, -4.008, -0.223], [-3.559, -2.061, -2.093], [1.802, -2.615, 0.690], [-3.515, -2.967, 3.915], [-0.625, 2.105, 0.960], [3.295, 0.994, 2.738], [-0.686, -3.887, 3.175], [-3.473, -2.542, 0.056], [-0.036, -3.862, 1.653], [0.402, -0.980, 3.850], [-4.762, 0.325, 2.861]], "homo_lumo_gap_ev": 8.22, "molar_mass_da": 862.45}

2) {"formula": "C31H62Cl8O9", "method": "ωB97M-V/def2-TZVPD", "elements": ["Cl", "Cl", "Cl", "Cl", "Cl", "Cl", "Cl", "Cl", "O", "O", "O", "O", "O", "O", "O", "O", "O", "C", "C", "C", "C", "C", "C", "C", "C", "C", "C", "C", "C", "C", "C", "C", "C", "C", "C", "C", "C", "C", "C", "C", "C", "C", "C", "C", "C", "C", "C", "C", "H", "H", "H", "H", "H", "H", "H", "H", "H", "H", "H", "H", "H", "H", "H", "H", "H", "H", "H", "H", "H", "H", "H", "H", "H", "H", "H", "H", "H", "H", "H", "H", "H", "H", "H", "H", "H", "H", "H", "H", "H", "H", "H", "H", "H", "H", "H", "H", "H", "H", "H", "H", "H", "H", "H", "H", "H", "H", "H", "H", "H", "H"], "positions_angstrom": [[2.401, 0.865, 3.228], [1.216, 4.403, 0.932], [3.650, -2.309, -2.884], [4.312, -0.824, 4.574], [3.685, 4.991, 2.332], [4.076, -3.821, -0.434], [-1.969, -0.350, -5.337], [-2.414, 2.587, -5.470], [-2.157, 4.960, -2.106], [3.967, 0.680, -0.195], [-0.856, 1.260, -1.378], [1.190, -2.877, 1.742], [-0.911, -0.882, 5.043], [-4.836, 1.096, 0.850], [0.773, -3.901, -2.137], [2.550, 4.422, -4.227], [-3.996, -2.353, -1.670], [-2.838, -4.344, -2.100], [4.905, 2.916, -0.051], [-1.026, 1.541, 0.967], [3.010, -0.758, 3.378], [4.890, 1.411, 0.081], [-2.842, -2.250, 5.446], [0.554, -3.371, -3.199], [-3.078, 4.116, -0.069], [1.962, 3.069, -2.346], [-2.249, 1.142, -4.419], [-5.078, 1.146, 2.033], [-2.202, -1.368, 3.127], [-1.935, -2.463, -0.533], [-4.145, 3.705, -2.346], [1.358, -4.452, 3.559], [-1.889, -1.423, 4.584], [1.987, 5.411, 2.204], [-2.995, -3.008, -1.444], [-0.379, 1.020, -0.294], [1.382, -4.021, 2.101], [0.952, 0.268, -0.127], [6.239, 0.820, 0.504], [-4.096, 1.704, 3.047], [-0.042, -1.987, -3.391], [1.542, -5.060, 1.031], [0.941, -4.079, -4.483], [2.840, 3.511, -3.492], [-3.035, 4.317, -1.580], [3.856, -2.199, -1.148], [-6.446, 0.792, 2.539], [4.219, 2.847, -3.624], [-4.105, 2.631, -2.540], [1.372, -3.497, 4.091], [-3.825, -4.647, -2.441], [1.412, -5.051, -4.317], [-6.845, 1.335, 3.390], [-3.144, 1.049, -3.817], [-1.820, -1.437, -0.886], [1.535, 0.541, 0.747], [6.975, 1.093, -0.252], [-7.082, 0.917, 1.661], [-2.479, -5.035, -1.334], [3.062, -1.611, -0.696], [-3.256, -1.210, 2.897], [2.553, -5.449, 0.912], [-0.895, 2.623, 1.005], [6.488, 1.290, 1.457], [5.433, 3.325, 0.808], [-2.935, 3.051, 0.098], [-2.785, -3.313, 5.211], [1.057, 2.506, -2.578], [2.230, -5.019, 3.878], [0.442, -1.433, -4.195], [-4.185, 4.125, -3.351], [-3.816, -1.782, 5.300], [3.890, 3.305, -0.096], [1.721, 3.821, -1.595], [-2.090, 1.301, 0.954], [-6.463, -0.291, 2.695], [0.425, -4.987, 3.736], [-2.579, -2.200, 6.502], [-0.995, -3.017, -0.554], [1.574, 0.374, -1.014], [-2.231, 4.634, 0.382], [0.074, -4.432, -5.052], [4.913, 3.610, -3.262], [-0.625, 1.212, 1.927], [1.330, -4.660, 0.041], [-1.836, -2.270, 2.627], [-3.272, 0.994, 3.010], [4.475, 2.797, -4.682], [2.199, -1.423, 3.664], [-0.048, -1.328, -2.526], [-1.039, -2.188, -3.785], [3.395, -1.140, 2.436], [0.573, -0.761, -0.115], [4.767, -1.685, -0.855], [-2.130, -4.279, -2.925], [-3.806, 2.696, 2.697], [-5.070, 3.835, -1.781], [-2.165, -2.442, 0.533], [-3.993, 4.556, 0.326], [-1.363, 1.427, -3.863], [-4.502, 1.843, 4.046], [1.772, 6.464, 2.050], [-1.666, -0.575, 2.605], [6.140, -0.252, 0.654], [1.507, 5.157, 3.146], [0.856, -5.900, 1.166], [5.409, 3.171, -0.984], [2.557, 2.380, -1.737], [1.610, -3.559, -5.168], [4.256, 1.913, -3.070]], "homo_lumo_gap_ev": 9.46, "molar_mass_da": 862.45}

We find 2) to be the most stable, with the next structure 789.2 kcal/mol higher.